Entry 1:
{
  "formula": "C4H7BrN2",
  "method": "the ωB97M-V functional and the def2-TZVPD basis",
  "fmax_ev_per_a": 6.5,
  "smiles": "CC(C)C1(Br)N=N1",
  "gap_ev": 10.22,
  "e_above_lowest_kj_mol": 165.4,
  "e_homo_ev": -10.19,
  "symbols": ["Br", "N", "N", "C", "C", "C", "C", "H", "H", "H", "H", "H", "H", "H"],
  "positions_angstrom": [[1.345, -1.825, 1.272], [-1.337, -2.076, 0.109], [-1.618, -1.665, 1.239], [-0.401, 0.279, -0.140], [0.423, -0.004, -1.401], [-0.495, -1.054, 0.635], [0.237, 1.253, 0.802], [0.645, 0.939, -1.803], [1.326, 1.265, 0.488], [-1.474, 0.578, -0.510], [-0.087, 2.330, 0.604], [0.246, 1.188, 1.798], [1.382, -0.549, -1.116], [-0.193, -0.658, -1.977]],
  "atomic_forces_ev_per_a": [[-1.59, 0.78, -0.37], [-0.17, -0.40, 0.34], [-0.53, 0.01, 0.16], [-1.49, -1.25, 0.92], [0.70, -1.25, 2.23], [1.51, -0.33, -1.14], [1.98, 3.74, -4.89], [0.33, 1.06, -1.23], [-0.91, 0.10, 0.62], [1.76, -0.62, 1.10], [0.23, -1.30, 0.01], [-0.58, -1.15, 3.81], [-1.18, 0.83, -0.47], [-0.06, -0.21, -1.08]]
}



Entry 2:
{
  "formula": "C3H9O2S",
  "method": "the ωB97M-V functional and the def2-TZVPD basis",
  "fmax_ev_per_a": 1.8,
  "gap_ev": 6.65,
  "e_above_lowest_kj_mol": 57.6,
  "e_homo_ev": -3.25,
  "total_charge": -1,
  "symbols": ["S", "O", "O", "C", "C", "C", "H", "H", "H", "H", "H", "H", "H", "H", "H"],
  "positions_angstrom": [[-0.201, 2.474, -0.978], [-0.972, -1.328, -0.333], [1.203, -1.536, -1.889], [-0.275, -1.116, 0.817], [0.302, 0.345, 0.912], [-0.717, 1.320, 0.375], [-0.951, -1.143, 1.719], [1.378, -0.600, -2.029], [-1.555, 0.777, -0.059], [0.480, -1.877, 1.038], [0.254, 1.439, -1.703], [-1.019, 2.000, 1.166], [0.492, 0.493, 1.980], [1.226, 0.393, 0.334], [0.355, -1.639, -1.350]],
  "atomic_forces_ev_per_a": [[0.34, -0.68, 0.30], [0.71, -0.40, -0.18], [0.44, -0.52, -0.30], [-1.63, 0.82, 0.08], [0.41, -1.17, -0.21], [-0.33, 0.76, -0.04], [-0.01, -0.24, -0.07], [-0.39, -0.17, 0.26], [-0.01, -0.13, 0.29], [0.64, 0.04, -0.01], [-0.04, 0.26, -0.26], [-0.39, 0.08, 0.07], [0.35, 0.44, -0.09], [0.16, 0.10, 0.13], [-0.26, 0.81, 0.03]]
}